[1]
C5H13NO2 in the gas phase, computed with the ωB97M-V functional and the def2-TZVPD basis.

Element x y z (Å)
1 N 1.97 0.95 0.54
2 C 0.63 0.45 0.81
3 C 0.56 0.13 2.32
4 O -0.68 0.48 2.92
5 C 0.37 -0.79 -0.04
6 C 0.08 -0.41 -1.50
7 C -1.40 -0.55 -1.94
8 O -1.85 0.69 -2.53
9 H 2.12 1.87 0.90
10 H 2.22 0.87 -0.44
11 H -0.20 1.15 0.61
12 H 0.75 -0.93 2.47
13 H 1.36 0.60 2.89
14 H -1.38 -0.10 2.61
15 H 1.20 -1.48 -0.09
16 H -0.47 -1.33 0.40
17 H 0.32 0.61 -1.75
18 H 0.68 -0.97 -2.21
19 H -1.52 -1.31 -2.71
20 H -2.00 -0.79 -1.06
21 H -2.75 0.84 -2.19

Values from the calculation:
SMILES string = N[C@H](CO)CCCO
Gap between HOMO and LUMO = 10.1 eV
HOMO energy = -9.30 eV
Energy above the lowest of the compared OMol25 structures with the same formula, charge and spin = 43.0 kcal/mol
Total energy = -10980.015 eV

[2]
A 3-piece molecular cluster, C5H13NO2 overall, computed with the ωB97M-V functional and the def2-TZVPD basis.

Element x y z (Å)
1 C 1.49 -1.07 1.35
2 C 0.81 -1.26 0.23
3 C 0.65 -0.30 -0.88
4 C 0.33 -0.89 -2.23
5 C 0.79 1.01 -0.68
6 N 0.64 2.03 -1.61
7 H 2.21 -0.27 1.49
8 H 1.55 -1.88 2.07
9 H 0.22 -2.16 0.09
10 H -0.68 -0.65 -2.56
11 H 0.52 -1.96 -2.22
12 H 0.91 -0.43 -3.04
13 H 0.91 1.36 0.35
14 H 0.98 1.91 -2.54
15 H -0.03 2.75 -1.39
16 O -0.50 1.51 3.48
17 H -0.74 0.70 3.94
18 H -1.00 1.40 2.66
19 O -3.27 -0.32 0.41
20 H -2.31 -0.25 0.42
21 H -3.48 -1.23 0.65

Values from the calculation:
SMILES string = C=C/C(C)=C/N.O.O
Gap between HOMO and LUMO = 8.5 eV
HOMO energy = -7.97 eV
Energy above the lowest of the compared OMol25 structures with the same formula, charge and spin = 53.8 kcal/mol
Total energy = -10979.545 eV

[3]
A 2-piece molecular cluster, C5H13NO2 overall, computed with the ωB97M-V functional and the def2-TZVPD basis.

Element x y z (Å)
1 C -1.46 -1.01 -1.60
2 N -0.03 -0.52 -1.58
3 C 0.45 -0.10 -0.28
4 O 1.56 0.42 -0.37
5 C -0.33 -0.36 0.98
6 C -0.09 -1.92 1.13
7 C 0.30 0.47 2.01
8 H -2.11 -0.14 -1.42
9 H -1.58 -1.86 -0.96
10 H -1.71 -1.34 -2.61
11 H 0.61 -0.45 -2.39
12 H -1.46 -0.12 0.77
13 H 0.92 -2.26 0.94
14 H -0.21 -2.25 2.11
15 H -0.76 -2.52 0.58
16 H -0.38 0.58 2.85
17 H 0.52 1.53 1.66
18 H 1.27 -0.01 2.29
19 O -0.15 2.72 -0.29
20 H 0.78 2.99 -0.27
21 H -0.16 1.84 -0.70

Values from the calculation:
SMILES string = CNC(=O)C(C)C.O
Gap between HOMO and LUMO = 10.4 eV
HOMO energy = -9.57 eV
Energy above the lowest of the compared OMol25 structures with the same formula, charge and spin = 38.3 kcal/mol
Total energy = -10980.218 eV

[4]
C5H13NO2 in the gas phase, computed with the ωB97M-V functional and the def2-TZVPD basis.

Element x y z (Å)
1 C -1.27 1.44 0.07
2 C -0.26 0.29 0.33
3 C -0.99 -1.00 -0.09
4 C -0.16 -2.26 0.04
5 O -0.80 -3.33 -0.67
6 N 1.07 0.36 -0.27
7 C 2.03 1.35 0.13
8 O 1.69 2.75 0.06
9 H -2.08 1.48 0.81
10 H -0.84 2.42 0.20
11 H -1.72 1.29 -0.91
12 H -0.09 0.22 1.41
13 H -1.34 -0.93 -1.12
14 H -1.88 -1.09 0.54
15 H 0.77 -2.13 -0.52
16 H 0.08 -2.53 1.07
17 H -1.38 -3.86 -0.11
18 H 1.13 0.25 -1.27
19 H 2.94 1.23 -0.44
20 H 2.20 1.21 1.21
21 H 0.90 2.84 -0.46

Values from the calculation:
SMILES string = C[C@@H](CCO)NCO
Gap between HOMO and LUMO = 10.1 eV
HOMO energy = -9.26 eV
Energy above the lowest of the compared OMol25 structures with the same formula, charge and spin = 40.5 kcal/mol
Total energy = -10980.122 eV

[5]
A 2-piece molecular cluster, C5H13NO2 overall, computed with the ωB97M-V functional and the def2-TZVPD basis.

Element x y z (Å)
1 C 1.64 -0.73 0.63
2 C 0.28 -1.13 0.08
3 C 0.39 -2.35 -0.84
4 C -0.42 -0.01 -0.68
5 N 0.35 0.70 -1.53
6 O -1.65 0.07 -0.73
7 H 2.00 -1.49 1.32
8 H 2.39 -0.63 -0.16
9 H 1.58 0.22 1.16
10 H -0.39 -1.39 0.91
11 H -0.59 -2.64 -1.22
12 H 1.02 -2.13 -1.70
13 H 0.83 -3.19 -0.31
14 H 1.33 0.54 -1.63
15 H -0.10 1.35 -2.16
16 C -1.21 2.32 1.36
17 O -2.48 2.09 0.85
18 H -1.27 3.04 2.17
19 H -0.51 2.69 0.59
20 H -0.76 1.35 1.69
21 H -2.42 1.31 0.21

Values from the calculation:
SMILES string = CC(C)C(N)=O.CO
Gap between HOMO and LUMO = 10.1 eV
HOMO energy = -9.39 eV
Energy above the lowest of the compared OMol25 structures with the same formula, charge and spin = 15.8 kcal/mol
Total energy = -10981.194 eV

[6]
A 2-piece molecular cluster, C5H13NO2 overall, computed with the ωB97M-V functional and the def2-TZVPD basis.

Element x y z (Å)
1 C 1.16 -1.04 2.23
2 C 0.06 -0.20 1.49
3 C -0.60 -0.71 0.16
4 N -1.54 0.39 -0.25
5 C -1.26 1.08 -1.47
6 C -0.91 2.52 -0.99
7 O 0.19 2.90 -1.31
8 H 0.85 -1.61 3.07
9 H 1.97 -0.39 2.32
10 H 1.50 -1.99 1.83
11 H 0.36 0.80 1.41
12 H -0.82 -0.05 2.33
13 H -1.13 -1.69 0.40
14 H 0.17 -1.08 -0.63
15 H -2.59 0.00 -0.26
16 H -2.12 1.07 -2.23
17 H -0.35 0.67 -1.83
18 H -1.84 3.06 -0.61
19 O 2.01 -1.46 -1.91
20 H 2.20 -0.79 -2.52
21 H 2.69 -1.49 -1.22

Values from the calculation:
SMILES string = CCCNCC=O.O
Gap between HOMO and LUMO = 9.4 eV
HOMO energy = -8.62 eV
Energy above the lowest of the compared OMol25 structures with the same formula, charge and spin = 88.0 kcal/mol
Total energy = -10978.065 eV

[7]
A 2-piece molecular cluster, C5H13NO2 overall, computed with the ωB97M-V functional and the def2-TZVPD basis.

Element x y z (Å)
1 C 2.59 -0.87 0.99
2 C 1.83 0.32 0.48
3 C 1.66 0.40 -1.00
4 N 1.17 1.13 1.22
5 H 1.95 -1.75 0.91
6 H 2.87 -0.74 2.04
7 H 3.48 -1.05 0.39
8 H 1.13 -0.48 -1.36
9 H 2.63 0.44 -1.49
10 H 1.09 1.29 -1.26
11 H 1.40 1.08 2.21
12 C -2.66 0.86 -0.76
13 C -2.52 -0.65 -0.58
14 O -2.03 -1.01 0.69
15 O -0.65 -0.72 0.80
16 H -3.32 1.26 0.00
17 H -3.09 1.07 -1.74
18 H -1.69 1.35 -0.69
19 H -1.88 -1.07 -1.37
20 H -3.49 -1.14 -0.62
21 H -0.45 0.26 1.15

Values from the calculation:
SMILES string = CC(C)=N.CCOO
Gap between HOMO and LUMO = 10.6 eV
HOMO energy = -9.68 eV
Energy above the lowest of the compared OMol25 structures with the same formula, charge and spin = 98.4 kcal/mol
Total energy = -10977.612 eV

[8]
A 2-piece molecular cluster, C5H13NO3S overall, computed with the ωB97M-V functional and the def2-TZVPD basis.

Element x y z (Å)
1 C 0.54 0.02 2.69
2 C -0.12 0.64 1.41
3 C -1.01 1.82 1.73
4 S -1.34 -0.63 0.99
5 O -2.28 -1.25 1.87
6 O -2.15 -0.01 -0.25
7 O -0.76 -1.94 0.33
8 H 1.59 0.49 2.72
9 H 0.87 -1.06 2.64
10 H -0.15 0.09 3.55
11 H -1.79 1.71 0.86
12 H -0.38 2.63 1.46
13 H -1.39 1.86 2.73
14 H -2.84 -0.45 -0.72
15 H -0.15 -1.95 -0.40
16 C 1.62 0.00 -2.10
17 N 1.06 -1.05 -1.79
18 C 0.68 -1.92 -2.87
19 H 1.93 0.28 -3.10
20 H 1.91 0.64 -1.24
21 H 0.13 -1.36 -3.52
22 H 1.58 -2.31 -3.38
23 H 0.16 -2.84 -2.39

Values from the calculation:
SMILES string = CC(C)=S(=O)(O)O.C=NC
Gap between HOMO and LUMO = 8.1 eV
HOMO energy = -7.60 eV
Energy above the lowest of the compared OMol25 structures with the same formula, charge and spin = 110.6 kcal/mol
Total energy = -23858.329 eV

[9]
A 2-piece molecular cluster, C5H13NO4S overall, computed with the ωB97M-V functional and the def2-TZVPD basis.

Element x y z (Å)
1 C -2.72 -0.65 -1.04
2 C 1.53 2.36 -0.48
3 C -2.13 -0.08 0.33
4 C -2.34 -1.12 1.33
5 C 1.14 1.16 0.32
6 N 1.57 1.15 1.58
7 O 3.35 -1.65 -0.75
8 O 1.11 -1.67 0.23
9 O 1.35 -0.54 -1.91
10 O -1.60 -1.63 2.14
11 S 2.03 -0.66 -0.66
12 H -2.08 -0.18 -1.77
13 H -3.74 -0.47 -1.14
14 H -2.49 -1.72 -1.02
15 H 1.59 2.10 -1.59
16 H 2.57 2.68 -0.18
17 H 0.77 3.17 -0.44
18 H -2.73 0.81 0.42
19 H -1.09 0.18 0.04
20 H -3.32 -1.71 1.12
21 H 3.42 -2.40 -1.26
22 H 2.21 1.82 1.97
23 H 1.37 0.39 2.27
24 H 0.23 -1.32 0.50

Values from the calculation:
Gap between HOMO and LUMO (alpha / beta) = 6.8 / 8.4 eV
HOMO energy (alpha / beta) = -5.90 / -9.65 eV
Total energy = -25904.845 eV
⟨S²⟩ = 2.01
2S+1 = 3

[10]
C5H13NOS in the gas phase, computed with the ωB97M-V functional and the def2-TZVPD basis.

Element x y z (Å)
1 C 2.16 1.73 -0.48
2 C 0.78 1.22 -0.65
3 S 0.34 0.19 0.57
4 O 0.42 0.65 1.94
5 C -1.86 -0.19 0.31
6 C -2.53 1.18 0.05
7 N 0.95 -1.41 0.65
8 C 0.80 -2.50 -0.29
9 H 2.18 2.20 0.45
10 H 2.87 0.99 -0.63
11 H 2.52 2.56 -1.06
12 H 0.72 0.81 -1.65
13 H -2.03 -1.13 -0.31
14 H -2.06 -0.53 1.33
15 H -3.51 0.94 0.20
16 H -2.30 2.01 0.81
17 H -2.23 1.44 -0.90
18 H 0.66 -1.74 1.56
19 H 0.42 -2.14 -1.37
20 H 1.65 -3.12 -0.54
21 H 0.07 -3.16 0.01

Values from the calculation:
SMILES string = CC=[S@@](=O)(CC)NC
Gap between HOMO and LUMO = 8.6 eV
HOMO energy = -7.93 eV
Energy above the lowest of the compared OMol25 structures with the same formula, charge and spin = 136.6 kcal/mol
Total energy = -19763.178 eV

Question: Which value of total energy does entry 5 give?
Answer: -10981.194 eV